[1]
Computed, not measured: C20H41N2P3SSm as an isolated structure, with ωB97M-V/def2-TZVPD.

Properties
Total charge: +3
Spin multiplicity: 6
Orbital gap (alpha / beta) in eV: 7.0563 / 7.7657
Relative energy (zero: lowest compared OMol25 entry of this formula, charge and spin) in kJ/mol: 0.00
Strongest force on any atom in eV/A: 2.35
Lowest unoccupied orbital energy (alpha / beta) in eV: -10.248 / -9.539

Geometry as XYZ:
```
68
Properties=species:S:1:pos:R:3:forces:R:3:nbo_charge:R:1
Sm -0.681950 -0.203011 -0.982449 1.15 1.54 1.35 1.683
P 1.737904 0.720184 0.497586 0.73 0.51 0.51 0.731
P -2.387337 1.966274 -0.118076 -1.43 1.04 0.13 0.682
P 0.680002 1.461086 -3.004603 0.41 0.27 -1.01 0.721
H 0.536666 -5.324939 -0.259478 0.24 0.27 -0.46 0.209
C 1.225840 -4.825473 -0.955219 0.46 0.39 0.10 -0.379
C 2.148278 -3.961631 -0.503302 -0.72 0.25 -0.44 -0.405
H 2.124409 -3.621308 0.533587 0.29 -0.35 -0.13 0.192
C 2.206145 0.063775 2.147303 -0.21 -0.41 -0.04 -0.924
C 1.604260 2.512361 0.897044 -0.15 -0.03 -0.24 -0.926
C 3.342754 0.549051 -0.363890 -0.08 -0.08 -0.24 -0.920
C -4.006398 1.516295 -0.898169 0.35 -0.34 -0.11 -0.920
C -2.917325 2.274982 1.612033 0.40 -0.40 0.28 -0.919
C -2.038709 3.649447 -0.759922 0.46 -0.07 -0.17 -0.919
C 1.962167 0.586102 -3.989613 0.03 -0.21 0.24 -0.914
C 1.439028 3.108280 -2.762634 -0.17 0.15 0.17 -0.932
C -0.534223 1.768124 -4.359855 -0.20 0.12 0.44 -0.914
H 1.178152 -5.091914 -2.021010 0.06 -0.12 0.63 0.203
H 2.894434 -3.493034 -1.164491 -0.38 -0.34 0.32 0.201
H 2.158498 -1.032854 2.124193 0.12 0.20 0.11 0.252
H 1.523960 0.422789 2.927268 0.20 -0.02 -0.16 0.239
H 3.233578 0.372966 2.391750 -0.37 -0.05 -0.07 0.274
H 0.743915 2.672024 1.561871 0.23 -0.02 -0.05 0.237
H 1.433031 3.100783 -0.012155 0.13 -0.07 0.22 0.245
H 2.517183 2.864163 1.400014 -0.28 -0.10 -0.15 0.276
H 3.521676 -0.517881 -0.550147 0.06 0.21 0.06 0.259
H 4.150243 0.944993 0.268582 -0.24 -0.07 -0.24 0.272
H 3.337616 1.063987 -1.331746 0.06 -0.07 0.27 0.239
H -4.746011 2.319430 -0.807590 0.21 -0.08 0.02 0.284
H -4.404652 0.614002 -0.412244 0.06 0.24 -0.06 0.257
H -3.865510 1.281815 -1.962452 -0.11 0.15 0.15 0.241
H -3.639881 3.092898 1.684738 0.10 -0.08 -0.22 0.283
H -2.053780 2.523292 2.241701 -0.16 0.06 -0.10 0.245
H -3.379459 1.368158 2.024688 0.06 0.18 -0.12 0.256
H -2.849043 4.353700 -0.544967 0.02 -0.25 0.01 0.280
H -1.881708 3.613670 -1.847116 -0.09 0.02 0.25 0.246
H -1.116932 4.037492 -0.302564 -0.24 -0.10 -0.08 0.255
H 1.982746 1.009528 -5.002904 0.09 -0.10 0.29 0.267
H 1.711013 -0.480920 -4.055122 0.19 0.22 -0.10 0.233
H 2.952511 0.688742 -3.526778 -0.26 -0.08 -0.18 0.258
H 1.640595 3.582321 -3.733183 -0.05 -0.16 0.23 0.276
H 2.384090 3.025674 -2.209136 -0.26 0.02 -0.14 0.254
H 0.748637 3.747870 -2.194048 0.25 -0.07 -0.19 0.246
H 0.002255 2.243985 -5.188853 -0.23 -0.06 0.12 0.268
H -1.329932 2.433031 -4.002811 0.11 -0.03 -0.20 0.243
H -1.000440 0.836181 -4.701664 0.21 0.18 0.03 0.243
C -0.836884 -2.592885 -4.430371 -0.39 -0.76 -1.68 -0.288
C -1.842826 -2.310895 -5.377061 0.15 -0.27 -0.05 -0.183
C -1.915666 -3.056532 -6.555038 0.01 0.17 0.23 -0.121
C -0.977029 -4.062477 -6.818887 0.29 0.18 0.33 -0.125
C 0.086318 -4.278591 -5.926721 -0.11 0.42 0.18 -0.189
C 0.168774 -3.531930 -4.745543 -0.28 -0.18 0.15 -0.157
S -0.694856 -1.658175 -2.996834 -0.24 -0.09 0.17 0.125
H -1.785082 -1.705580 -2.046899 0.13 -1.47 -1.59 0.057
H -2.537565 -1.508763 -5.173795 -0.22 -0.06 -0.10 0.228
H -2.699825 -2.841363 -7.283746 0.23 -0.07 0.29 0.248
H -1.043333 -4.644227 -7.741312 0.00 0.18 0.34 0.262
H 0.866241 -5.010801 -6.151526 -0.32 0.27 0.08 0.262
H 1.002245 -3.646392 -4.065101 0.00 -0.25 0.01 0.233
N -1.027939 -1.403186 3.112234 -0.08 -0.27 -0.02 -0.470
C -1.232028 -2.737247 2.790216 0.02 0.41 -0.23 -0.038
C -1.238742 -2.811958 1.433361 0.16 0.59 -0.03 -0.057
N -1.046336 -1.526426 0.912909 -0.09 0.16 1.03 -0.686
C -0.926773 -0.708034 1.979589 -0.26 -0.63 0.05 0.198
H -0.952876 -1.014186 4.053485 -0.11 -0.25 -0.38 0.465
H -1.382778 -3.481062 3.541857 0.04 -0.25 0.21 0.274
H -1.347696 -3.665025 0.778251 -0.02 0.10 0.20 0.256
H -0.801142 0.370044 1.989768 0.01 -0.22 -0.18 0.229
```
Positions in Å, forces in eV/Å.

---

[2]
Computed, not measured: a 3-piece molecular cluster, C20H41N3O5PS overall, with ωB97M-V/def2-TZVPD.

Properties
Total charge: +1
Orbital gap in eV: 6.8188
Relative energy (zero: lowest compared OMol25 entry of this formula, charge and spin) in kJ/mol: 89.68
Strongest force on any atom in eV/A: 2.63
Lowest unoccupied orbital energy in eV: -4.185

Geometry as XYZ:
```
71
Properties=species:S:1:pos:R:3:forces:R:3:mulliken_charge:R:1
C -0.753676 2.662530 0.832944 0.15 -0.07 -0.21 -0.414
C -2.168104 2.443883 1.327832 1.40 -0.03 -0.28 -0.346
O -2.992952 3.458916 0.775652 -0.65 0.27 0.15 -0.401
C -4.181157 2.955130 0.202098 1.20 -0.27 0.22 -1.137
C -3.790932 2.288261 -1.105817 -1.83 -0.61 -0.88 1.327
C -4.001805 2.987760 -2.466130 2.63 -0.13 -0.16 -1.242
C -3.496774 1.825476 -3.321885 -0.86 1.15 -0.11 0.055
N -3.722967 0.722356 -2.745843 -0.34 -1.37 0.00 0.149
C -3.338953 -0.620801 -3.211969 0.91 -0.74 0.54 -0.709
C -1.847844 -0.669508 -3.553444 -0.23 1.08 0.13 -1.334
C -0.978290 0.015199 -2.480119 -0.21 0.25 -0.54 0.235
C 0.424556 -0.554829 -2.393541 0.04 0.41 0.20 -0.964
C 1.375283 0.424093 -1.738000 -0.57 -0.67 0.01 -0.689
O 1.591243 1.507242 -2.643474 0.03 -0.42 -0.09 -0.384
C 2.170534 2.580045 -2.085789 0.19 0.94 -1.73 0.844
C 2.631321 3.602386 -3.081508 -0.39 0.00 -0.24 -1.211
O 2.293006 2.745329 -0.926854 0.18 -0.22 2.41 -0.482
C -4.459171 0.943394 -1.482520 -0.46 0.94 -0.30 -0.444
P -6.271798 0.998376 -2.039794 -0.62 -0.82 0.45 0.132
S -7.170017 -0.695647 -1.857351 0.19 0.12 0.03 -0.318
H -0.060140 1.957315 1.291749 -0.13 0.16 0.05 -0.022
H -0.687584 2.510022 -0.246002 -0.07 -0.03 -0.18 0.057
H -0.426466 3.680810 1.004592 0.04 0.21 0.21 0.393
H -2.454203 1.437012 1.012678 -0.43 -0.05 0.05 0.196
H -2.141471 2.467357 2.415010 -0.51 0.14 0.16 0.447
H -4.865420 3.781327 0.071847 -0.25 0.14 -0.02 0.390
H -4.585949 2.204430 0.880756 -0.50 -0.02 0.02 0.464
H -2.741229 2.030903 -1.168507 0.41 0.20 0.95 -0.694
H -3.233567 3.754147 -2.568031 -0.38 0.52 -0.13 0.414
H -4.976733 3.382563 -2.715285 -0.26 -0.07 -0.08 0.417
H -2.976237 1.872857 -4.262992 0.07 0.02 -0.24 0.537
H -3.474289 -1.276016 -2.362117 -0.39 -0.11 0.19 0.365
H -3.975963 -0.974219 -4.013205 -0.24 0.22 -0.16 0.350
H -1.520784 -1.688719 -3.699625 -0.20 -0.33 -0.15 0.466
H -1.727177 -0.115441 -4.482020 0.36 -0.28 -0.34 0.315
H -1.483447 0.035137 -1.512672 0.12 -0.24 0.24 0.153
H -0.860014 1.059907 -2.773447 -0.06 0.20 0.09 0.397
H 0.436007 -1.450405 -1.783631 -0.03 -0.40 -0.07 0.522
H 0.782638 -0.769929 -3.395227 0.10 -0.27 -0.18 0.447
H 2.304665 -0.085105 -1.508578 0.37 0.24 -0.16 0.693
H 0.942583 0.741252 -0.797022 0.07 0.39 0.22 0.138
H 1.806503 3.888508 -3.729600 -0.01 -0.08 -0.22 0.307
H 2.954361 4.479255 -2.543710 0.15 0.15 0.17 0.361
H 3.446003 3.226710 -3.687581 0.09 -0.15 -0.18 0.316
H -4.408403 0.148954 -0.751477 0.38 -0.39 -0.10 0.730
H -6.859872 2.081581 -1.345750 0.29 0.06 -0.15 0.135
H -6.181001 1.428025 -3.383213 0.13 0.31 0.27 0.085
C 1.991375 0.254399 2.249557 -0.08 0.14 0.07 0.092
O 0.872160 0.216666 1.748880 0.17 -0.34 -0.04 -0.720
N 2.986392 -0.591019 1.969852 0.10 0.06 0.03 0.277
C 4.295488 -0.486667 2.601582 -0.03 -0.29 -0.18 -0.815
C 2.755207 -1.650293 1.005246 -0.18 0.10 0.09 -0.456
H 2.268341 1.015739 2.995207 -0.01 -0.01 -0.02 0.290
H 5.054811 -0.331777 1.832762 0.06 0.05 0.08 0.331
H 4.512060 -1.406970 3.144458 0.12 0.07 0.08 0.267
H 4.317280 0.349342 3.296393 -0.07 0.02 -0.02 0.308
H 2.478595 -1.219038 0.041520 0.04 -0.17 0.10 -0.365
H 1.935261 -2.285961 1.343675 0.01 -0.05 -0.07 0.311
H 3.655878 -2.247566 0.890815 0.04 0.04 0.04 0.463
C 5.146673 -4.134187 5.088100 0.16 0.06 0.10 0.123
O 5.194974 -2.977393 4.707686 -0.12 -0.07 -0.09 -0.598
N 4.164013 -5.001280 4.787551 0.01 -0.13 0.04 0.119
C 4.163719 -6.368798 5.274133 -0.18 0.15 -0.16 -0.929
C 3.069101 -4.548860 3.948134 0.16 0.17 0.06 -0.881
H 5.929733 -4.571840 5.729054 -0.03 0.00 -0.01 0.242
H 4.167511 -7.061202 4.430279 0.01 -0.08 0.07 0.332
H 3.271094 -6.546203 5.876686 0.04 -0.10 0.03 0.332
H 5.044248 -6.552516 5.885303 0.02 0.05 -0.01 0.300
H 3.457264 -4.218590 2.982882 -0.08 0.01 -0.02 0.248
H 2.564458 -3.705196 4.421879 -0.05 0.00 -0.08 0.297
H 2.360056 -5.358620 3.796937 0.03 -0.04 0.03 0.382
```
Positions in Å, forces in eV/Å.